# 1
The following is a quantum chemistry calculation of C19H12BF5N8OPtS as an isolated structure, from the Open Molecules 2025 dataset.

Structure (ORCA input):
```
! RIJCOSX wB97M-V def2-TZVPD def2/J DEFGRID3
* xyz 1 4
Pt -0.236 -1.690 0.438
C 0.731 0.529 -3.155
C -0.030 -0.415 -2.475
N 0.409 -0.515 -1.223
N 1.435 0.345 -1.062
C 1.644 0.984 -2.224
B 2.197 0.486 0.297
N 2.816 -0.912 0.598
C 4.065 -1.387 0.760
C 4.008 -2.742 1.005
C 2.651 -3.045 0.973
N 1.950 -1.944 0.731
N 1.155 0.775 1.425
C 1.124 1.767 2.325
C -0.030 1.648 3.079
C -0.679 0.535 2.563
N 0.051 0.019 1.571
N 3.138 1.661 0.218
C 4.473 1.859 0.406
C 4.738 3.186 0.216
C 3.484 3.751 -0.090
N 2.530 2.844 -0.087
H 0.632 0.837 -4.180
H -0.853 -1.017 -2.823
H 2.417 1.726 -2.311
H 4.928 -0.757 0.684
H 4.832 -3.411 1.179
H 2.159 -3.994 1.109
H 1.916 2.492 2.374
H -0.355 2.283 3.883
H -1.616 0.085 2.848
H 5.154 1.075 0.672
H 5.691 3.678 0.289
H 3.246 4.780 -0.308
F -8.333 -1.002 -1.132
C -7.044 -0.834 -0.939
C -6.461 -1.287 0.242
F -7.210 -1.887 1.154
C -5.114 -1.105 0.439
F -4.569 -1.536 1.567
C -4.305 -0.452 -0.517
S -2.669 -0.114 -0.234
C -4.934 -0.017 -1.707
F -4.218 0.579 -2.644
C -6.278 -0.209 -1.922
F -6.855 0.194 -3.042
O -1.037 -4.424 -0.695
C -0.747 -3.422 -0.277
*
```

Output
**Calculated total energy**: -2285.98694 Eh
**LUMO level (spin up / spin down)**: -2.66 / -5.99 eV
**Kohn-Sham gap (spin up / spin down)**: 8.9 / 6.0 eV
**HOMO (spin up / spin down)**: -11.562 / -11.973 eV

# 2
The following is a quantum chemistry calculation of a 9-piece molecular cluster, C29H73N9O9 overall, from the Open Molecules 2025 dataset.

Structure (ORCA input):
```
! RIJCOSX wB97M-V def2-TZVPD def2/J DEFGRID3
* xyz 2 1
C -13.650 -36.099 -44.965
C -14.024 -37.416 -45.677
C -13.522 -38.493 -44.781
O -12.124 -38.534 -45.041
C -11.524 -39.599 -44.337
N -15.473 -37.400 -45.908
H -16.097 -37.409 -45.020
H -15.788 -36.664 -46.706
H -15.661 -38.224 -46.255
H -13.813 -35.061 -45.482
H -12.649 -36.034 -44.725
H -13.830 -36.003 -44.028
H -13.476 -37.242 -46.669
H -13.982 -39.305 -45.041
H -13.870 -38.359 -43.745
H -10.443 -39.215 -43.947
H -11.377 -40.498 -44.996
H -12.033 -39.674 -43.475
C -11.746 -32.546 -47.250
C -10.326 -32.792 -47.837
C -9.901 -34.232 -47.943
O -10.209 -34.926 -46.658
C -9.985 -36.338 -46.552
N -10.042 -32.189 -49.197
H -10.174 -31.200 -49.107
H -9.112 -32.446 -49.308
H -10.763 -32.349 -49.816
H -12.603 -33.038 -47.889
H -11.932 -31.601 -47.052
H -11.981 -33.123 -46.338
H -9.640 -32.248 -47.254
H -8.879 -34.520 -48.286
H -10.649 -34.866 -48.628
H -10.326 -36.627 -45.507
H -8.939 -36.484 -46.638
H -10.385 -36.854 -47.386
C -11.057 -34.839 -51.959
C -12.116 -34.081 -51.054
O -12.779 -34.664 -50.223
N -12.149 -32.720 -51.133
C -13.162 -31.856 -50.480
H -10.019 -34.514 -51.681
H -11.200 -34.726 -53.010
H -10.984 -35.787 -51.555
H -11.706 -32.319 -51.987
H -13.543 -31.003 -51.060
H -12.616 -31.324 -49.622
H -14.094 -32.428 -49.965
C -10.640 -28.275 -51.510
C -11.379 -28.753 -50.258
O -10.727 -29.602 -49.534
N -12.458 -28.224 -49.838
C -13.123 -28.498 -48.542
H -10.630 -27.181 -51.759
H -11.138 -28.499 -52.330
H -9.525 -28.647 -51.432
H -13.058 -27.622 -50.615
H -13.968 -27.718 -48.467
H -12.386 -28.380 -47.729
H -13.717 -29.458 -48.574
C -5.129 -31.060 -47.856
C -6.527 -30.435 -47.909
O -7.403 -31.093 -48.232
N -6.594 -29.045 -47.515
C -7.804 -28.395 -47.843
H -4.873 -31.470 -46.980
H -4.286 -30.445 -48.157
H -5.261 -31.854 -48.407
H -5.585 -28.587 -47.093
H -8.375 -28.367 -46.941
H -8.432 -28.994 -48.461
H -7.657 -27.302 -48.353
C -7.028 -30.964 -51.312
C -6.824 -32.365 -50.919
O -7.758 -33.104 -50.544
N -5.539 -32.899 -50.978
C -5.128 -34.175 -50.389
H -7.467 -30.931 -52.278
H -6.057 -30.442 -51.359
H -7.682 -30.324 -50.788
H -4.741 -32.411 -51.269
H -5.629 -35.100 -50.684
H -5.166 -33.952 -49.227
H -4.139 -34.346 -50.691
C -7.484 -42.707 -48.758
C -8.220 -41.654 -47.878
O -9.403 -41.870 -47.722
N -7.573 -40.575 -47.378
C -8.291 -39.661 -46.480
H -7.312 -42.342 -49.746
H -7.817 -43.709 -48.617
H -6.480 -42.548 -48.501
H -6.468 -40.626 -47.537
H -7.567 -38.899 -46.128
H -8.784 -40.202 -45.724
H -9.054 -39.106 -46.859
C -9.722 -33.532 -42.716
C -11.272 -33.463 -42.764
O -11.885 -34.317 -42.128
N -11.923 -32.590 -43.412
C -13.338 -32.435 -43.521
H -9.126 -33.879 -41.969
H -9.485 -32.298 -42.729
H -9.357 -33.956 -43.718
H -11.271 -31.873 -44.206
H -13.798 -33.291 -43.331
H -13.782 -32.108 -44.447
H -13.705 -31.744 -42.972
C -7.865 -30.609 -44.702
C -9.322 -29.986 -44.746
O -10.264 -30.671 -45.189
N -9.530 -28.816 -44.190
C -10.789 -28.066 -44.222
H -7.124 -29.727 -44.800
H -7.461 -30.987 -45.680
H -7.915 -31.245 -43.759
H -8.727 -28.342 -43.778
H -10.666 -27.348 -45.141
H -10.967 -27.662 -43.292
H -11.562 -28.623 -44.453
*
```

Output
**Calculated total energy**: -2317.85491 Eh
**LUMO level**: -4.76 eV
**Kohn-Sham gap**: 7.6 eV
**HOMO**: -12.319 eV

# 3
The following is a quantum chemistry calculation of a 2-piece molecular cluster, C3H7NO2 overall, from the Open Molecules 2025 dataset.

Structure (ORCA input):
```
! RIJCOSX wB97M-V def2-TZVPD def2/J DEFGRID3
* xyz 0 1
C -1.314 2.025 0.705
C -2.222 1.793 -0.225
O -1.835 1.226 -1.445
H -0.281 1.775 0.507
H -1.581 2.533 1.619
H -3.259 2.104 -0.236
H -2.435 0.481 -1.566
N 2.208 -2.113 0.800
C 2.076 -1.887 -0.541
O 2.922 -2.220 -1.334
H 3.069 -2.557 1.083
H 1.519 -1.767 1.441
H 1.131 -1.392 -0.807
*
```

Output
**SMILES**: C=CO.NC=O
**Calculated total energy**: -323.71282 Eh
**LUMO level**: 0.69 eV
**Kohn-Sham gap**: 10.5 eV
**HOMO**: -9.768 eV

Calculated energy relative to the best compared isomer or geometry (same formula, charge and spin) in order - 8.3, 35.9, 42.8 kcal/mol